{
  "formula": "C6H6FN",
  "method": "ωB97M-V/def2-TZVPD",
  "symbols": ["C", "C", "C", "C", "C", "C", "H", "H", "H", "H", "H", "H", "N", "F"],
  "xyz": [[-1.3451, 0.0511, 1.4850], [-0.3202, 0.0148, 0.3253], [0.9162, -0.6425, 0.2661], [1.7091, -0.3399, -0.8259], [1.2945, 0.4634, -1.7661], [-0.7144, 0.7320, -0.7890], [-2.3462, -0.0546, 1.0630], [-1.2593, 0.9945, 2.1191], [1.3027, -1.2443, 1.0361], [2.6021, -1.0426, -0.8796], [1.7999, 0.7700, -2.7302], [-1.8832, 0.8734, -0.7865], [0.0557, 1.0299, -1.8598], [-1.0940, -1.0200, 2.3360]],
  "forces_ev_per_a": [[1.5, 0.1, 0.1], [0.0, -0.2, 1.0], [-1.5, 2.1, 0.0], [2.6, -4.6, 2.6], [-1.6, 3.9, -5.6], [-2.1, 0.2, -1.2], [0.0, 0.1, 0.2], [-0.1, -1.1, -1.0], [0.1, -0.8, 0.9], [-0.7, 1.7, -0.4], [0.4, -0.9, 1.5], [2.4, 0.7, -0.6], [-0.6, -1.2, 2.4], [-0.2, 0.0, 0.1]],
  "lowdin_charge": [-0.1493, -0.1881, -0.0067, -0.1134, -0.1875, -0.1308, 0.1070, 0.1442, 0.1014, 0.1376, 0.1273, 0.1450, 0.0750, -0.0618],
  "relative_energy_kcal_mol": 32.0,
  "charge": 0,
  "gap_ev": 10.59,
  "energy_ev": -10525.53102,
  "lumo_energy_ev": 0.700,
  "fmax_ev_per_a": 6.989
}


{
  "formula": "C4H6N2",
  "method": "ωB97M-V/def2-TZVPD",
  "symbols": ["N", "C", "C", "C", "C", "N", "H", "H", "H", "H", "H", "H"],
  "xyz": [[-2.5464, -0.5274, -1.3856], [-1.8444, 0.1531, -0.7695], [-0.8800, 0.9004, 0.0350], [0.1417, -0.1078, 0.5414], [1.0909, -0.7925, -0.3930], [1.5054, 0.3182, 0.5909], [-0.3732, 1.6594, -0.5704], [-1.4087, 1.4304, 0.8392], [-0.2143, -0.7011, 1.3863], [1.2253, -0.5093, -1.4469], [1.3708, -1.8568, -0.3031], [1.9329, 0.0334, 1.4758]],
  "forces_ev_per_a": [[0.5, 0.7, 0.5], [-0.8, -0.5, -0.7], [0.0, 0.0, -0.1], [-0.3, -0.3, -0.2], [0.7, 0.6, 0.6], [0.3, -0.7, -0.4], [-0.1, -0.2, 0.0], [0.2, -0.2, -0.1], [0.0, 0.0, -0.3], [-0.4, 0.4, 0.6], [-0.2, 0.7, 0.7], [0.1, -0.3, -0.6]],
  "lowdin_charge": [0.1425, -0.2359, -0.1393, -0.3889, -0.0856, 0.0167, 0.1265, 0.1217, 0.1437, 0.1031, 0.1026, 0.0929],
  "relative_energy_kcal_mol": 41.5,
  "charge": 0,
  "gap_ev": 11.10,
  "energy_ev": -7223.79318,
  "lumo_energy_ev": 0.901,
  "fmax_ev_per_a": 1.136
}


{
  "formula": "C5H6ClN2",
  "method": "ωB97M-V/def2-TZVPD",
  "symbols": ["C", "C", "C", "C", "C", "N", "N", "Cl", "H", "H", "H", "H", "H", "H"],
  "xyz": [[-0.3533, -1.8297, -0.0589], [-1.2912, -0.8725, 0.1288], [1.0867, -1.6039, -0.0593], [-1.0994, 0.5671, 0.0787], [1.8360, -0.5338, -0.0141], [0.0242, 1.2115, 0.0699], [0.1189, 2.4894, -0.2988], [3.2289, 0.1114, 0.4377], [-0.7142, -2.9334, -0.0626], [-2.2640, -1.1125, 0.1899], [1.5329, -2.5937, -0.1441], [-2.0072, 1.1360, 0.0388], [-0.8300, 2.8728, -0.5730], [0.7319, 3.0914, 0.2671]],
  "forces_ev_per_a": [[-1.1, -1.0, 0.7], [3.9, 1.3, -0.6], [-1.2, -0.5, -0.3], [0.8, 0.2, 0.0], [-0.9, 0.1, 0.1], [1.2, -2.1, 0.4], [-1.8, 0.6, -0.2], [-0.2, 0.3, -0.1], [0.9, 2.1, -0.1], [-3.3, -1.2, 0.2], [1.1, 0.3, 0.0], [-0.5, 0.5, -0.2], [1.7, 0.0, 0.5], [-0.5, -0.6, -0.4]],
  "lowdin_charge": [-0.0520, -0.0269, -0.1124, -0.0881, -0.4442, -0.0466, 0.0663, 0.9279, 0.1592, 0.0759, 0.1490, 0.1219, 0.1427, 0.1271],
  "relative_energy_kcal_mol": 70.6,
  "charge": 1,
  "gap_ev": [6.96, 6.96],
  "energy_ev": -20772.93939,
  "lumo_energy_ev": [-6.068, -6.066],
  "fmax_ev_per_a": 4.127
}


{
  "formula": "C6H10O",
  "method": "ωB97M-V/def2-TZVPD",
  "symbols": ["O", "C", "C", "C", "C", "C", "C", "H", "H", "H", "H", "H", "H", "H", "H", "H", "H"],
  "xyz": [[1.8768, 0.1808, 1.4880], [1.9778, 0.2761, 0.1319], [-0.6648, -2.0358, -0.1818], [-1.4133, -0.9464, -0.3224], [-1.1805, 0.3276, 0.4401], [-0.2866, 1.3151, -0.3483], [1.0804, 0.7811, -0.7146], [1.0940, 0.6613, 1.7759], [2.9184, -0.1491, -0.2044], [0.1463, -2.0752, 0.5443], [-0.8156, -2.9208, -0.7939], [-2.2069, -0.9279, -1.0706], [-0.8107, 1.5800, -1.2728], [-2.1333, 0.8243, 0.6626], [-0.7300, 0.0811, 1.4102], [-0.2088, 2.2527, 0.2214], [1.3567, 0.7750, -1.7655]],
  "forces_ev_per_a": [[-0.1, 0.1, 0.0], [0.0, 0.0, -0.3], [-0.1, 0.1, 0.0], [0.1, -0.1, 0.0], [0.0, 0.0, 0.1], [0.0, 0.1, 0.0], [0.1, -0.1, 0.1], [0.0, 0.0, 0.1], [-0.1, 0.1, 0.0], [-0.2, 0.0, -0.1], [0.0, 0.1, 0.1], [0.1, 0.0, 0.1], [0.1, 0.0, 0.1], [0.1, -0.1, -0.1], [-0.1, 0.0, -0.2], [0.0, -0.1, 0.0], [0.0, -0.1, 0.2]],
  "lowdin_charge": [0.0042, -0.2163, 0.0062, -0.1905, -0.2200, -0.1995, -0.1163, 0.0789, 0.1157, 0.0611, 0.0533, 0.0997, 0.1068, 0.1089, 0.0967, 0.1119, 0.0993],
  "relative_energy_kcal_mol": 23.8,
  "charge": 0,
  "gap_ev": 9.69,
  "energy_ev": -8430.21012,
  "lumo_energy_ev": 0.914,
  "fmax_ev_per_a": 0.341
}